[1]
The following is a quantum chemistry calculation of one molecule with the formula C14H18N2OS2 at a distorted geometry, from the Open Molecules 2025 dataset.

The SMILES is CC(C)CCNC(=O)CSc1nc2ccccc2s1. The calculation puts the gap between HOMO and LUMO at 9.1 eV. Its lowest unoccupied orbital energy is 0.453 eV. The max |F| comes out at 1.0 eV Å⁻¹.

Structure (XYZ):
```
37
C14H18N2OS2 (wB97M-V/def2-TZVPD)
C -3.61661 -2.23780 -0.19905
H -3.82835 -2.78111 0.71918
H -4.49945 -2.28100 -0.83213
H -2.80133 -2.74080 -0.71525
C -3.24314 -0.78645 0.10117
C -2.98363 -0.03234 -1.20040
H -3.81819 -0.17210 -1.88424
H -2.87522 1.03256 -1.01928
H -2.08080 -0.40119 -1.68381
C -2.03411 -0.75553 1.04355
H -1.17659 -1.22115 0.55055
H -2.27252 -1.35607 1.92388
C -1.62996 0.64071 1.52102
N -0.81628 1.33500 0.55089
C -1.07546 2.57773 0.12369
O -2.02002 3.25277 0.47424
C -0.06405 3.08453 -0.90654
H -0.44657 3.99913 -1.35793
H 0.14426 2.33422 -1.66753
S 1.53146 3.56191 -0.16133
C 2.35548 2.04574 -0.09074
N 1.83615 0.89924 -0.36035
C 2.74120 -0.11544 -0.21781
C 2.48568 -1.46615 -0.42986
C 3.50793 -2.37190 -0.23718
C 4.77449 -1.95368 0.16213
C 5.04801 -0.61629 0.37978
C 4.02750 0.29734 0.18885
S 4.05586 2.03145 0.38336
H 6.02745 -0.28769 0.68906
H 5.55629 -2.68384 0.30427
H 3.32394 -3.42320 -0.39841
H 1.50260 -1.78100 -0.74218
H 0.02366 0.87131 0.21171
H -1.06302 0.55144 2.45619
H -2.50985 1.26041 1.70769
H -4.08682 -0.31075 0.61283
```

[2]
The following is a quantum chemistry calculation of a 10-piece molecular cluster, C18H56O18 overall at a distorted geometry, from the Open Molecules 2025 dataset.

The calculation puts the energy relative to the best compared isomer or geometry (same formula, charge and spin) at 0.8347 eV. The SMILES is OCCO.OCCO.OCCO.OCCO.OCCO.OCCO.OCCO.OCCO.CO.CO. The calculation puts the gap between HOMO and LUMO at 9.8 eV. Its lowest unoccupied orbital energy is 0.324 eV. The max |F| comes out at 2.9 eV Å⁻¹.

Structure (XYZ):
```
92
C18H56O18 (wB97M-V/def2-TZVPD)
C 4.04008 3.24217 -2.57656
C 2.54500 3.51630 -2.33718
O 2.19577 2.70454 -1.21672
O 4.34619 1.88821 -2.72302
H 4.42647 3.69216 -1.67023
H 4.40422 3.85367 -3.46193
H 1.90649 3.32203 -3.18988
H 2.45793 4.50251 -2.02220
H 1.82197 1.86252 -1.46772
H 3.66484 1.39148 -2.26176
C -4.67337 -0.01055 -1.03287
C -5.54150 0.20209 0.19810
O -4.89543 0.75540 1.34394
O -3.23715 -0.35557 -0.75558
H -4.61696 0.94223 -1.53608
H -5.04212 -0.81482 -1.69024
H -5.84283 -0.79798 0.54871
H -6.37309 0.75009 -0.17147
H -4.20316 1.36568 1.01751
H -3.15081 -1.33121 -0.59415
C -0.00687 -0.89207 -4.48063
C 0.56413 0.44988 -4.15564
O 0.70220 0.67893 -2.80859
O -1.20133 -1.10542 -3.85871
H 0.74904 -1.63609 -4.06179
H 0.01100 -1.02693 -5.62933
H -0.06521 1.20873 -4.64647
H 1.61540 0.48334 -4.59647
H -0.14329 1.06420 -2.50878
H -1.81197 -0.34142 -3.80831
C 5.03169 1.45866 2.25516
C 4.76890 0.28759 3.11159
O 3.34861 -0.00844 3.01389
O 4.58756 2.61495 2.87879
H 4.43068 1.35306 1.33006
H 6.05340 1.58365 2.00298
H 4.96951 0.57413 4.13630
H 5.33582 -0.52548 2.68132
H 3.18949 -0.81242 2.51962
H 3.72140 2.91306 2.57292
C -1.81500 3.14970 -0.88589
C -2.24172 2.80874 -2.29393
O -1.97028 1.46669 -2.57209
O -2.69287 2.45457 -0.04687
H -2.00342 4.21438 -0.70760
H -0.75916 2.88471 -0.62894
H -1.60591 3.45453 -2.94443
H -3.27782 3.13853 -2.43825
H -2.42758 0.81685 -1.96387
H -2.58819 1.47270 -0.04145
C -0.43775 -3.66028 -1.81671
C -1.89675 -3.81513 -1.61046
O -2.40229 -3.03731 -0.49033
O 0.39323 -4.40273 -0.93478
H -0.17841 -2.61324 -1.77668
H -0.13111 -4.09841 -2.77914
H -2.15579 -4.89535 -1.35351
H -2.48085 -3.43827 -2.44958
H -1.95884 -3.26052 0.33461
H 0.11164 -4.51181 -0.02233
C -1.06014 -1.95896 2.76213
C -1.90151 -0.82854 2.24203
O -3.16651 -0.94825 2.97869
O -1.78867 -3.20517 2.59117
H -0.87096 -1.83069 3.82313
H -0.04297 -1.98005 2.28885
H -2.16898 -0.99135 1.19598
H -1.35027 0.04529 2.43325
H -3.90870 -0.31774 2.73584
H -2.67430 -2.97898 2.97485
C 0.47806 2.39832 3.33022
C 0.65458 2.82966 1.89814
O 2.04956 2.93770 1.58890
O 0.98119 1.07707 3.48411
H -0.60157 2.25362 3.53935
H 1.07567 3.05855 3.97776
H 0.13390 3.73083 1.68137
H 0.25753 2.01041 1.24332
H 2.08016 3.19904 0.65726
H 1.90568 1.02804 3.67783
C 1.17751 -4.84100 2.50257
O 0.08186 -5.17420 1.68185
H 1.35817 -3.73957 2.36809
H 0.92724 -5.12195 3.51182
H 2.09148 -5.34468 2.17210
H -0.56487 -4.49322 1.84818
C 1.12811 -0.94712 0.30607
O 1.79927 -2.14079 0.78905
H 1.38527 -0.68493 -0.75970
H 0.04223 -1.14850 0.34294
H 1.40641 -0.13452 0.98817
H 1.52174 -2.88957 0.21832
```

[3]
The following is a quantum chemistry calculation of one molecule with the formula C25H24ClN3O4, from the Open Molecules 2025 dataset.

The calculation puts the energy relative to the best compared isomer or geometry (same formula, charge and spin) at 0.0000 eV. The SMILES is CCN1C(=O)[C@H]2[C@@H](c3ccc(C)cc3)N3C(=O)N(c4cccc(Cl)c4)C(=O)[C@@]3(CC)[C@H]2C1=O. The calculation puts the gap between HOMO and LUMO at 9.4 eV. Its lowest unoccupied orbital energy is 0.502 eV. The max |F| comes out at 0.6 eV Å⁻¹.

Structure (XYZ):
```
57
C25H24ClN3O4 (wB97M-V/def2-TZVPD)
C 3.90974 -2.10124 2.07507
H 4.44121 -1.88781 2.99783
C 2.64620 -1.25379 2.00322
N 1.91352 -1.51588 0.77957
C 0.98341 -2.52811 0.66776
O 0.76662 -3.35908 1.50518
C 0.30714 -2.36304 -0.68325
H 0.15670 -3.33574 -1.14892
C 1.22766 -1.41407 -1.45244
C 2.01036 -0.72075 -0.34081
O 2.60409 0.32144 -0.39460
H 1.94026 -1.91536 -2.10985
C 0.29544 -0.47945 -2.22614
N -0.89086 -0.42888 -1.39896
C -1.22446 0.84995 -1.06409
O -2.16719 1.22089 -0.42063
N -0.25995 1.69430 -1.66245
C 0.70988 0.99124 -2.33431
O 1.60836 1.43809 -2.99140
C -0.25134 3.09826 -1.50063
C -1.44321 3.80671 -1.57382
C -1.41000 5.18113 -1.40962
C -0.21778 5.85194 -1.18875
C 0.95948 5.12669 -1.12131
C 0.95308 3.75171 -1.26881
H 1.86829 3.18484 -1.21183
H 1.89238 5.63979 -0.94613
H -0.21514 6.92382 -1.07060
Cl -2.88596 6.07200 -1.49524
H -2.37717 3.29550 -1.73815
C -1.05487 -1.60032 -0.54945
C -1.37994 -1.26963 0.88762
C -0.71254 -0.26969 1.58409
C -0.99722 -0.03178 2.91471
C -1.94698 -0.78742 3.58924
C -2.61175 -1.78563 2.88937
C -2.33478 -2.02179 1.55690
H -2.86277 -2.80433 1.03169
H -3.35625 -2.38474 3.39288
C -2.26741 -0.51594 5.02622
H -2.53162 -1.43490 5.54430
H -3.11735 0.16385 5.09176
H -1.42479 -0.05173 5.53285
H -0.47143 0.75566 3.43519
H 0.02933 0.34570 1.09333
H -1.86206 -2.22445 -0.95115
C 0.00914 -0.93208 -3.67146
C -0.46445 -2.36975 -3.83136
H 0.29379 -3.07990 -3.51305
H -0.67747 -2.55746 -4.88088
H -1.37607 -2.54352 -3.26680
H -0.75223 -0.26137 -4.07716
H 0.92664 -0.77246 -4.24181
H 2.89411 -0.18987 2.00710
H 1.98142 -1.48584 2.83879
H 3.65270 -3.15745 2.05579
H 4.56408 -1.87823 1.23538
```

[4]
The following is a quantum chemistry calculation of an isolated ion of composition C5H9IN and charge +1 at a distorted geometry, from the Open Molecules 2025 dataset.

The calculation puts the energy relative to the best compared isomer or geometry (same formula, charge and spin) at 1.5459 eV. The SMILES is C=[N+](C)/C(C)=C\I. The calculation puts the gap between HOMO and LUMO at 8.4 eV. Its net charge is +1. Its lowest unoccupied orbital energy is -4.962 eV. The max |F| comes out at 4.0 eV Å⁻¹.

Structure (XYZ):
```
16
C5H9IN (wB97M-V/def2-TZVPD)
C 0.07826 0.84834 -1.55472
C 1.38767 -1.35258 -0.00713
C 0.21389 -0.72476 0.17408
C -0.95765 -1.43892 0.78398
C -0.42562 1.67184 0.57941
N -0.05015 0.54459 -0.34676
I 3.12849 -0.35074 -0.91903
H 0.06187 1.93514 -1.78511
H 0.36642 0.30140 -2.49228
H 1.42027 -2.32468 0.38182
H -0.70556 -2.38560 1.24495
H -1.74483 -1.61171 0.10006
H -1.35151 -0.82429 1.60488
H -0.38884 1.17099 1.53104
H -1.30826 2.13876 0.33958
H 0.27554 2.40221 0.36525
```

[5]
The following is a quantum chemistry calculation of a 5-piece molecular cluster, C19H36ClN5O overall, from the Open Molecules 2025 dataset.

The SMILES is COCCNCl.CCCC#N.CCCC#N.CCCC#N.CCCC#N. The calculation puts the gap between HOMO and LUMO at 10.1 eV. Its lowest unoccupied orbital energy is 0.569 eV. The max |F| comes out at 0.4 eV Å⁻¹.

Structure (XYZ):
```
62
C19H36ClN5O (wB97M-V/def2-TZVPD)
C -3.06974 -1.40084 -1.03071
O -2.03125 -1.84850 -1.87383
C -1.06983 -0.86534 -2.19531
C 0.12041 -0.80277 -1.24289
N 0.50876 -2.13311 -0.77584
Cl 1.79820 -1.99239 0.37243
H -3.47263 -0.43990 -1.37821
H -2.73232 -1.29111 0.01059
H -3.86601 -2.14650 -1.06323
H -0.74100 -1.07063 -3.21885
H -1.53663 0.12779 -2.20045
H 0.94019 -0.29554 -1.77373
H -0.09203 -0.20692 -0.35279
H 0.90641 -2.69122 -1.52627
C 0.14553 -7.05084 -1.04988
C -0.11702 -5.57777 -0.77427
C -1.37851 -5.03912 -1.45621
C -1.29600 -5.14446 -2.91213
N -1.22134 -5.24994 -4.05468
H 0.28582 -7.23297 -2.11647
H 1.04193 -7.38860 -0.52982
H -0.68997 -7.66723 -0.71174
H 0.73186 -4.97693 -1.10778
H -0.21609 -5.40419 0.29840
H -1.52471 -3.98485 -1.21387
H -2.26165 -5.59154 -1.12590
C 2.23297 2.76943 4.04978
C 2.61644 1.33854 3.69932
C 3.03562 1.17918 2.22784
C 1.95580 1.54929 1.31565
N 1.13401 1.84092 0.56644
H 1.37255 3.09746 3.46356
H 1.96281 2.84641 5.10235
H 3.05533 3.46358 3.86084
H 1.76958 0.67768 3.88809
H 3.44727 1.00941 4.32440
H 3.30515 0.14464 2.00808
H 3.89945 1.80381 1.98884
C -2.64889 3.54335 3.52749
C -2.08802 3.15359 2.16664
C -2.08957 1.63968 1.93499
C -1.27063 0.92535 2.91449
N -0.63505 0.37595 3.69991
H -2.04693 3.12272 4.33521
H -2.65890 4.62662 3.64660
H -3.67272 3.18399 3.65167
H -1.06657 3.51704 2.05279
H -2.67580 3.61151 1.36891
H -1.68759 1.40580 0.94899
H -3.10564 1.24110 1.99391
C 1.24359 3.91152 -1.80184
C 2.02849 2.72851 -2.34820
C 1.69949 2.42101 -3.81634
C 0.28615 2.09248 -4.00692
N -0.83691 1.87495 -4.12249
H 0.17123 3.71225 -1.82145
H 1.52288 4.11318 -0.76886
H 1.43130 4.81336 -2.38918
H 1.83033 1.84326 -1.74199
H 3.10082 2.92261 -2.28422
H 2.29315 1.58217 -4.18442
H 1.92645 3.28310 -4.44745
```